This record from the OMol25 dataset describes the molecule C5H9NO at a distorted geometry. The level of theory is the ωB97M-V functional and the def2-TZVPD basis.

Output
LUMO (Eh): 0.0335
Structure (SMILES): C=CC[C@@H](N)C=O
Energy above the lowest of the compared OMol25 structures with the same formula, charge and spin (kcal/mol): 62.4
Orbital gap (hartree): 0.3734

The geometry in ORCA input format:
```
! RIJCOSX wB97M-V def2-TZVPD def2/J DEFGRID3
* xyz 0 1
C -2.121 -0.667 -1.664
C -1.447 -0.258 -0.568
C -0.032 -0.669 -0.342
C 0.574 0.064 0.891
N 1.979 -0.390 0.948
C 0.610 1.589 0.711
O 0.872 2.054 -0.359
H -3.023 -0.105 -1.888
H -1.880 -1.596 -2.167
H -1.968 0.247 0.244
H 0.145 -1.730 -0.122
H 0.721 -0.486 -1.113
H 0.084 -0.313 1.791
H 2.515 0.123 0.245
H 2.526 -0.073 1.748
H 0.444 2.210 1.643
*
```

---

This record from the OMol25 dataset describes a structure of composition CH2ClIOS at a distorted geometry. The level of theory is the ωB97M-V functional and the def2-TZVPD basis.

Output
LUMO (spin up / spin down) (Eh): -0.1120 / -0.1120
Energy above the lowest of the compared OMol25 structures with the same formula, charge and spin (kcal/mol): 87.2
Orbital gap (spin up / spin down) (hartree): 0.1601 / 0.1600

The geometry in ORCA input format:
```
! RIJCOSX wB97M-V def2-TZVPD def2/J DEFGRID3
* xyz 0 1
C -0.791 -1.228 -1.872
O 0.963 2.661 1.515
S 1.611 1.409 1.827
Cl 0.293 0.327 3.021
I 0.604 -0.337 -0.472
H -1.406 -0.808 -2.647
H -1.272 -2.025 -1.372
*
```

---

Question: Number 1 is which compound?
Answer: C5H9NO

---

Question: Number 2 is which compound?
Answer: CH2ClIOS